7
Properties=species:S:1:pos:R:3:forces:R:3:nbo_charge:R:1 method="wB97M-V/def2-TZVPD" relative_energy_kj_mol=287.30 orbital_gap_ev="5.555 / 5.566" total_energy_ev=-30853.644 spin_multiplicity=1 homo_energy_ev="-8.76 / -8.77"
C -0.818 0.087 -1.195 -1.2 0.0 3.2 -0.7202
S -0.817 0.255 0.644 1.5 -0.2 0.6 0.0901
S 1.916 0.725 2.212 -1.7 -0.3 -1.3 -0.2047
I 2.388 -1.472 2.761 0.1 -0.1 0.1 0.1595
H -1.769 0.543 -1.312 -1.0 0.6 -0.8 0.2322
H -0.815 -0.864 -1.620 0.4 -1.7 -0.3 0.2145
H -0.085 0.725 -1.489 2.0 1.7 -1.5 0.2287

***

8
Properties=species:S:1:pos:R:3:forces:R:3:nbo_charge:R:1 method="wB97M-V/def2-TZVPD" relative_energy_kj_mol=684.43 orbital_gap_ev="6.951 / 8.225" total_energy_ev=-8154.424 total_charge=-1 spin_multiplicity=1 homo_energy_ev="-2.99 / -3.60"
C 0.388 -0.097 -0.165 -0.1 -1.7 0.3 -0.5872
N -2.308 -0.829 -0.154 4.4 -0.7 -0.1 -0.3039
N -3.059 0.109 0.079 -1.3 -5.4 -1.6 0.4894
O -2.924 1.223 0.419 0.8 4.9 1.4 -0.5270
O -4.180 -0.482 -0.148 -3.6 1.1 0.1 -0.5898
H 0.463 -0.301 -1.216 0.2 -0.6 -0.3 0.1472
H 0.021 0.903 -0.056 -0.2 0.1 1.1 0.1812
H 0.391 -1.004 0.542 -0.2 2.1 -1.0 0.1900

***

8
Properties=species:S:1:pos:R:3:forces:R:3:nbo_charge:R:1 method="wB97M-V/def2-TZVPD" relative_energy_kj_mol=485.96 orbital_gap_ev="6.398 / 6.399" total_energy_ev=-8146.097 total_charge=+1 spin_multiplicity=1 homo_energy_ev="-13.07 / -13.08"
C 0.241 0.270 -0.520 -1.3 -0.9 1.4 -0.1499
N -0.670 0.017 2.252 0.7 2.1 -1.9 0.8232
N 0.493 -0.444 -1.576 -0.1 2.5 -0.1 -0.6869
O -0.707 1.144 2.144 -0.3 -1.5 0.9 0.0175
O -0.615 -1.068 2.488 -0.2 -0.4 0.4 0.0372
H 0.339 1.392 -0.547 0.9 -1.1 -0.8 0.1584
H 0.819 0.009 -2.403 0.4 0.5 -0.8 0.3852
H 0.099 -1.319 -1.838 0.0 -1.3 1.0 0.4153

***

9
Properties=species:S:1:pos:R:3:forces:R:3:nbo_charge:R:1 method="wB97M-V/def2-TZVPD" relative_energy_kj_mol=632.45 orbital_gap_ev=8.810 total_energy_ev=-17444.201 spin_multiplicity=1 homo_energy_ev=-9.10 smiles="[O-][N+]#P.CN=O"
C -0.123 -1.125 0.569 3.6 1.7 2.4 -0.5373
N -0.280 2.204 -0.352 -0.7 -0.7 0.7 -0.2700
N 0.083 -1.003 -0.796 0.7 -0.2 -4.1 0.1223
O -0.865 2.025 0.700 1.0 0.7 -1.6 -0.3774
O 1.160 -1.248 -1.335 -1.5 0.3 2.1 -0.2959
P 0.405 2.252 -1.699 -0.4 0.2 0.9 0.6592
H 0.780 -1.273 1.184 0.1 -1.3 -0.4 0.1929
H -0.932 -1.730 0.795 -1.6 -1.0 0.4 0.2378
H -0.229 -0.101 0.932 -1.3 0.3 -0.3 0.2682

***

9
Properties=species:S:1:pos:R:3:forces:R:3:nbo_charge:R:1 method="wB97M-V/def2-TZVPD" relative_energy_kj_mol=489.51 orbital_gap_ev="7.546 / 7.545" total_energy_ev=-18992.224 total_charge=-1 spin_multiplicity=1 homo_energy_ev="-4.25 / -4.25"
C -1.036 0.273 0.370 -0.4 -0.7 0.9 -0.1612
N -0.634 1.112 -0.433 2.6 1.1 -0.1 -0.2987
N 1.586 1.435 0.255 -2.5 0.0 -0.3 -0.8176
O 3.535 -0.024 0.107 -0.5 0.1 0.1 -0.9931
O 1.321 -1.135 0.094 0.4 0.2 0.1 -1.0227
S 2.108 0.060 -0.215 0.5 -0.8 -2.0 2.0673
H 2.104 0.063 -1.655 -0.1 0.0 1.4 -0.1292
H -0.430 -0.212 1.132 0.2 -0.1 0.0 0.2089
H -2.081 -0.071 0.335 -0.1 0.2 -0.2 0.1462

***

9
Properties=species:S:1:pos:R:3:forces:R:3:nbo_charge:R:1 method="wB97M-V/def2-TZVPD" relative_energy_kj_mol=263.03 orbital_gap_ev=7.328 total_energy_ev=-18994.571 total_charge=-1 spin_multiplicity=1 homo_energy_ev=-3.09
C 0.324 -0.435 -0.085 -2.4 -2.1 -0.7 -0.1589
N 1.269 0.405 -0.823 -4.9 1.8 1.2 -0.4956
N 1.037 0.454 0.661 1.5 1.2 1.5 -0.5057
O -2.238 -1.252 0.227 0.3 0.1 0.4 -1.0580
O -1.664 1.218 0.336 -0.1 -0.2 0.2 -1.0719
S -1.588 -0.078 -0.422 1.1 0.5 -0.5 1.4236
H 0.350 -1.545 0.195 0.7 1.3 -0.8 0.1654
H 2.066 -0.036 -1.070 3.5 -1.9 0.0 0.3202
H 0.445 1.269 0.980 0.4 -0.6 -1.3 0.3808

***

9
Properties=species:S:1:pos:R:3:forces:R:3:nbo_charge:R:1 method="wB97M-V/def2-TZVPD" relative_energy_kj_mol=81.30 orbital_gap_ev=7.416 total_energy_ev=-18986.719 total_charge=+1 spin_multiplicity=1 homo_energy_ev=-14.87
C 2.106 -1.036 -0.373 0.4 -1.1 1.0 0.8578
N 3.003 -1.706 -0.779 1.2 -0.1 -2.6 -0.6959
N -1.418 0.845 0.495 0.5 -2.1 1.7 -0.9565
O -0.276 2.088 2.352 0.1 1.5 0.1 -0.6700
O 1.268 -0.582 0.322 -0.5 0.7 -0.5 -0.6272
S -0.808 0.856 1.967 -0.4 -2.4 -1.0 1.7154
H 3.535 -1.864 -1.690 -1.3 0.5 2.1 0.4685
H -1.375 1.642 -0.002 0.1 4.5 -1.7 0.4279
H -1.339 0.163 -0.252 -0.2 -1.5 0.8 0.4801

***

9
Properties=species:S:1:pos:R:3:forces:R:3:nbo_charge:R:1 method="wB97M-V/def2-TZVPD" relative_energy_kj_mol=907.91 orbital_gap_ev="8.660 / 8.658" total_energy_ev=-18978.151 total_charge=+1 spin_multiplicity=1 homo_energy_ev="-15.47 / -15.47"
C -1.919 1.547 0.847 2.2 -0.4 -0.9 0.3268
N -0.237 1.036 0.274 -5.8 1.8 -1.2 -0.4642
N 0.769 -1.299 -0.196 1.5 -2.8 -2.6 -1.0644
O 0.762 0.864 1.284 2.8 -1.5 2.6 -0.4637
O -0.869 -1.208 1.586 1.0 0.7 0.2 -0.7598
S 0.036 -0.443 0.803 -3.2 1.0 1.9 2.3382
H -1.780 2.439 1.553 0.8 -0.8 -0.6 0.1037
H 1.095 -0.765 -0.998 0.4 -0.3 -0.1 0.4681
H 0.592 -2.359 -0.343 0.3 2.4 0.7 0.5153

***

10
Properties=species:S:1:pos:R:3:forces:R:3:nbo_charge:R:1 method="wB97M-V/def2-TZVPD" relative_energy_kj_mol=487.24 orbital_gap_ev="6.702 / 8.961" total_energy_ev=-21040.014 total_charge=-1 spin_multiplicity=1 homo_energy_ev="-3.32 / -5.10"
C 1.080 0.390 0.212 0.6 -0.4 1.4 0.1034
N 1.932 -0.024 -0.812 -0.8 -1.3 -2.5 -0.5065
N 1.954 -0.733 0.475 0.0 0.4 1.6 -0.5085
O -2.447 0.984 0.977 0.1 0.1 -0.3 -0.9974
O -2.566 0.500 -1.452 -0.1 -0.1 -0.1 -0.9863
O -3.012 -1.263 0.261 -0.1 -0.5 -0.4 -0.9869
S -2.331 -0.019 -0.099 0.5 0.6 0.9 2.0478
H 1.257 1.307 0.808 -0.5 -0.3 -0.7 0.1537
H 1.363 -0.722 -1.446 1.4 1.8 1.4 0.3593
H 2.771 -0.419 1.077 -1.0 -0.3 -1.3 0.3214

***

10
Properties=species:S:1:pos:R:3:forces:R:3:mulliken_spin:R:1 method="wB97M-V/def2-TZVPD" relative_energy_kj_mol=0.00 orbital_gap_ev="7.899 / 7.735" total_energy_ev=-21028.915 total_charge=+1 s_squared=2.01 spin_multiplicity=3 homo_energy_ev="-12.38 / -17.02"
C -1.716 1.026 -0.056 0.1 0.3 0.8 0.0044
N 1.530 -0.081 -0.380 1.6 7.0 -1.0 0.9099
N -2.189 1.945 -0.552 -0.4 1.1 -1.0 -0.0018
O 0.181 -1.753 0.667 -3.6 1.2 3.7 0.1264
O 2.610 -2.376 0.364 1.6 0.7 2.3 0.3455
O -1.309 0.156 0.673 0.1 -0.5 0.2 0.0094
S 1.492 -1.500 0.163 1.5 -7.9 -5.8 0.6043
H 2.431 0.430 -0.523 -0.6 -0.4 0.6 -0.0161
H -2.523 2.814 -0.977 0.3 -0.9 0.3 -0.0001
H -0.506 -0.662 0.621 -0.6 -0.6 -0.1 0.0180

***

10
Properties=species:S:1:pos:R:3:forces:R:3:nbo_charge:R:1 method="wB97M-V/def2-TZVPD" relative_energy_kj_mol=102.77 orbital_gap_ev=9.344 total_energy_ev=-12253.776 total_charge=-1 spin_multiplicity=1 homo_energy_ev=-5.05
C 0.983 0.575 -1.536 2.3 2.1 0.7 0.6529
N -0.741 0.262 0.793 -1.9 2.4 -1.2 -0.6708
N -0.819 -0.865 1.451 1.5 -1.2 -0.1 0.6256
O -0.388 -0.977 2.588 0.4 1.2 1.2 -0.4896
O -1.229 -1.862 0.883 -1.4 -0.8 -1.1 -0.4938
O 1.307 0.637 -0.286 0.2 0.3 -0.5 -0.7937
O 0.322 -0.202 -2.164 -1.2 -1.1 -0.4 -0.6706
H 1.509 1.432 -2.047 -0.3 -0.2 -0.6 0.0074
H 0.225 0.853 0.461 0.1 -2.1 1.0 0.4607
H -1.169 0.147 -0.144 0.2 -0.6 1.0 0.3721

***

8
Properties=species:S:1:pos:R:3:forces:R:3:nbo_charge:R:1 method="wB97M-V/def2-TZVPD" relative_energy_kj_mol=9.95 orbital_gap_ev=10.814 total_energy_ev=-15402.146 spin_multiplicity=1 homo_energy_ev=-10.16 smiles=N#CP(N)O
C 0.897 0.021 1.246 -0.4 0.0 -1.5 -0.1009
N 1.064 0.390 2.324 0.1 -0.1 0.0 -0.3295
N -1.125 -0.697 -0.394 1.3 1.0 0.5 -1.1423
O 0.374 1.149 -1.186 -2.9 -2.3 0.1 -0.9602
P 0.522 -0.392 -0.616 -0.4 0.7 1.1 1.2430
H -1.500 -0.555 0.532 -0.3 -0.1 -0.1 0.4122
H -1.370 -1.534 -0.836 -0.8 -1.4 -0.4 0.3920
H 1.138 1.619 -1.070 3.3 2.2 0.3 0.4857